ORCA calculation (wB97M-V/def2-TZVPD) on a structure of composition C6H12F2NO3P in a non-equilibrium geometry.

Geometry as ORCA input:
```
! RIJCOSX wB97M-V def2-TZVPD def2/J DEFGRID3
* xyz -2 1
C -2.20 -1.62 0.86
C -0.44 2.45 -0.40
C -0.74 -1.35 0.60
C -0.60 1.12 0.41
C -0.30 -0.24 -0.27
C 1.64 -0.53 -0.61
N -0.92 -0.36 -1.61
O 2.06 0.33 1.81
O 3.05 1.75 -0.03
O 4.09 -0.53 0.51
F 1.80 -0.29 -1.95
F 1.74 -1.96 -0.62
P 2.91 0.37 0.58
H -2.44 -2.69 1.00
H -2.75 -1.26 -0.07
H -2.75 -1.34 1.76
H -0.78 3.28 0.21
H -0.90 2.49 -1.33
H 0.61 2.57 -0.59
H -0.19 -1.29 1.53
H -0.24 -2.20 0.20
H -1.61 1.17 0.85
H 0.18 1.38 1.23
H -0.40 0.21 -2.28
H -0.84 -1.46 -1.79
*
```

Results
**Relative energy (zero: lowest compared OMol25 entry of this formula, charge and spin)**: 52.2 kJ/mol
**Total energy**: -28773.0995 eV
**E_LUMO**: 0.211 Ha

ORCA calculation (wB97M-V/def2-TZVPD) on the ion C6H10NO3 with charge -1 in a non-equilibrium geometry.

Geometry as ORCA input:
```
! RIJCOSX wB97M-V def2-TZVPD def2/J DEFGRID3
* xyz -1 1
C 0.62 0.27 1.86
C -0.52 0.49 0.91
C -1.34 1.70 1.20
C -0.05 0.43 -0.58
C 0.28 -0.98 -1.19
C 0.40 -1.07 -2.78
O -0.58 -0.61 -3.37
O 1.35 -1.78 -3.18
N 1.20 -1.78 -0.40
O -0.25 -2.09 -0.51
H 1.12 1.18 2.11
H 1.26 -0.67 1.54
H 0.15 -0.15 2.81
H -1.01 -0.45 0.77
H -0.61 2.64 1.11
H -1.71 1.65 2.33
H -2.02 1.82 0.43
H 0.87 1.12 -0.82
H -0.83 0.76 -1.25
H 1.66 -2.48 -0.99
*
```

Results
**Relative energy (zero: lowest compared OMol25 entry of this formula, charge and spin)**: 206.4 kJ/mol
**Total energy**: -14015.3824 eV
**SMILES string**: CC(C)C[C@@]1(C(=O)[O-])NO1
**E_LUMO**: 0.133 Ha

ORCA calculation (wB97M-V/def2-TZVPD) on the molecule C8H8N2OS2 in a non-equilibrium geometry.

Geometry as ORCA input:
```
! RIJCOSX wB97M-V def2-TZVPD def2/J DEFGRID3
* xyz 0 1
C 1.98 -1.92 -0.15
C -0.25 -1.60 0.18
C 2.93 -1.11 -0.50
C -1.19 -0.51 0.54
C -0.90 0.81 0.32
C -2.02 1.77 0.16
C -3.05 0.88 -0.56
C 1.45 0.84 0.69
N 0.40 1.24 0.06
N 0.95 -1.54 0.54
O 4.09 0.92 0.68
S -2.94 -0.73 0.31
S 3.03 0.76 -0.33
H 1.98 -2.94 -0.42
H -0.68 -2.25 -0.56
H 3.78 -1.54 -0.98
H -2.38 2.12 1.02
H -1.69 2.51 -0.48
H -4.18 1.26 -0.57
H -2.79 0.77 -1.55
H 1.46 0.26 1.62
*
```

Results
**Relative energy (zero: lowest compared OMol25 entry of this formula, charge and spin)**: 448.5 kJ/mol
**Total energy**: -35118.6557 eV
**E_LUMO**: -0.017 Ha

ORCA calculation (wB97M-V/def2-TZVPD) on a structure of composition C18H37CrOP3S in a non-equilibrium geometry.

Geometry as ORCA input:
```
! RIJCOSX wB97M-V def2-TZVPD def2/J DEFGRID3
* xyz 3 4
Cr 0.36 0.61 1.75
P -1.47 -0.59 1.41
P 1.82 -0.82 2.61
P -2.34 2.22 -2.84
H 1.72 2.43 -1.50
C 0.93 1.83 -1.00
C 1.39 1.55 0.38
H 2.46 1.32 0.40
C -1.36 -1.50 -0.16
C -1.79 -1.85 2.68
C -3.02 0.34 1.32
C 3.54 -0.27 2.40
C 1.63 -1.15 4.38
C 1.77 -2.47 1.83
C -2.49 3.46 -4.13
C -2.46 3.03 -1.23
C -3.72 1.07 -3.00
H 0.00 2.41 -1.04
H 1.23 2.51 0.95
H -2.29 -2.06 -0.32
H -0.52 -2.20 -0.14
H -1.20 -0.81 -0.99
H -2.85 -2.13 2.61
H -1.60 -1.44 3.67
H -1.16 -2.74 2.53
H -3.85 -0.32 1.58
H -3.16 0.76 0.32
H -2.99 1.17 2.05
H 3.84 0.29 3.29
H 3.62 0.39 1.53
H 4.20 -1.14 2.24
H 1.17 -2.13 4.53
H 1.00 -0.38 4.85
H 2.62 -1.13 4.85
H 2.75 -2.94 1.96
H 1.57 -2.38 0.75
H 0.99 -3.09 2.29
H -3.43 3.32 -4.68
H -1.64 3.35 -4.82
H -2.47 4.46 -3.67
H -2.24 4.09 -1.36
H -1.75 2.59 -0.51
H -3.47 2.92 -0.82
H -4.34 1.37 -3.86
H -4.35 1.10 -2.10
H -3.36 0.05 -3.16
C 1.72 -0.56 -2.30
C 1.16 -1.84 -2.50
C 1.86 -2.97 -2.11
C 3.09 -2.85 -1.46
C 3.62 -1.59 -1.19
C 2.95 -0.44 -1.61
S 0.86 0.82 -2.91
H -1.03 1.53 -2.97
H 0.18 -1.90 -2.99
H 1.43 -3.96 -2.29
H 3.65 -3.74 -1.14
H 4.58 -1.49 -0.69
H 3.35 0.54 -1.38
O -0.58 1.83 4.39
C -0.19 1.52 3.33
*
```

Results
**Relative energy (zero: lowest compared OMol25 entry of this formula, charge and spin)**: 168.3 kJ/mol
**Total energy**: -88405.6574 eV
**E_LUMO (alpha / beta)**: -0.351 / -0.466 Ha
**<S²>**: 3.9151

ORCA calculation (wB97M-V/def2-TZVPD) on the molecule C5H6O2.

Geometry as ORCA input:
```
! RIJCOSX wB97M-V def2-TZVPD def2/J DEFGRID3
* xyz 0 1
C 1.88 -0.67 1.21
C 1.31 0.35 0.94
O 0.68 1.46 0.65
C 0.17 1.44 -0.65
C -0.39 0.35 -1.16
C -1.08 -0.74 -0.36
O -1.58 -0.30 0.88
H 2.49 -1.50 1.49
H 0.28 2.40 -1.13
H -0.50 0.31 -2.23
H -0.48 -1.66 -0.26
H -1.96 -1.00 -0.96
H -0.88 -0.37 1.54
*
```

Results
**Relative energy (zero: lowest compared OMol25 entry of this formula, charge and spin)**: 384.0 kJ/mol
**Total energy**: -9373.1156 eV
**SMILES string**: C#CO/C=C\CO
**E_LUMO**: 0.033 Ha

ORCA calculation (wB97M-V/def2-TZVPD) on a cluster of 5 separate species, C12H21Br2NO18S4 in total in a non-equilibrium geometry.

Geometry as ORCA input:
```
! RIJCOSX wB97M-V def2-TZVPD def2/J DEFGRID3
* xyz 0 1
C 2.76 -0.61 -2.75
C 4.01 -0.54 -1.90
Br 5.29 0.77 -2.37
C 4.27 -1.31 -0.86
Br 3.06 -2.66 -0.37
N 5.45 -1.18 -0.07
C 5.29 -1.52 1.33
O 6.04 -2.29 1.86
O 4.28 -0.90 2.00
H 2.92 -0.05 -3.67
H 2.46 -1.64 -2.95
H 1.96 -0.11 -2.22
H 5.67 -0.18 -0.07
H 4.47 0.05 2.11
O 0.07 -1.16 -2.79
S -1.08 -0.69 -2.09
O -1.69 0.54 -2.41
O -0.76 -0.75 -0.52
C -1.73 -1.58 0.15
C -2.15 -2.59 -0.89
O -2.20 -1.83 -2.11
H -2.56 -0.95 0.46
H -1.28 -2.04 1.03
H -3.13 -3.02 -0.68
H -1.41 -3.38 -1.01
O 6.58 3.48 3.12
S 6.32 2.14 2.75
O 5.01 1.72 2.37
O 6.86 1.18 3.90
C 7.80 0.23 3.36
C 8.43 0.96 2.19
O 7.33 1.69 1.60
H 7.26 -0.66 3.05
H 8.53 -0.04 4.12
H 8.86 0.28 1.46
H 9.18 1.68 2.51
O -5.05 0.88 -1.99
S -4.68 1.47 -3.22
O -3.35 1.42 -3.70
O -5.19 2.99 -3.21
C -6.07 3.24 -4.32
C -6.72 1.89 -4.59
O -5.67 0.94 -4.37
H -5.47 3.57 -5.17
H -6.79 4.01 -4.06
H -7.10 1.80 -5.60
H -7.52 1.69 -3.87
O -5.83 -2.92 2.21
S -4.85 -1.97 2.62
O -3.46 -2.27 2.53
O -5.20 -1.48 4.09
C -5.35 -0.05 4.12
C -5.83 0.30 2.73
O -5.10 -0.59 1.87
H -4.37 0.39 4.33
H -6.05 0.24 4.90
H -5.63 1.33 2.46
H -6.90 0.10 2.61
*
```

Results
**Relative energy (zero: lowest compared OMol25 entry of this formula, charge and spin)**: 0.0 kJ/mol
**Total energy**: -234550.9251 eV
**SMILES string**: C/C(Br)=C(\Br)NC(=O)O.O=S1(=O)OCCO1.O=S1(=O)OCCO1.O=S1(=O)OCCO1.O=S1(=O)OCCO1
**E_LUMO**: 0.014 Ha

ORCA calculation (wB97M-V/def2-TZVPD) on a cluster of 2 separate species, C29H35BN2O4 in total in a non-equilibrium geometry.

Geometry as ORCA input:
```
! RIJCOSX wB97M-V def2-TZVPD def2/J DEFGRID3
* xyz 0 1
C 6.59 -2.80 -2.74
C 5.73 -1.70 -2.39
C 5.86 -0.33 -2.56
C 4.57 0.22 -2.26
C 3.74 -0.84 -1.88
B 2.15 -1.13 -2.06
O 1.59 -1.96 -0.97
C 0.34 -2.44 -1.40
C -0.02 -1.86 -2.81
C -1.41 -2.28 -3.22
C 1.09 -2.30 -3.81
O 2.34 -1.86 -3.34
C 0.08 -0.30 -2.73
O 1.35 0.11 -2.27
O 4.48 -1.99 -1.92
H 7.61 -2.42 -2.86
H 6.57 -3.58 -1.97
H 6.30 -3.27 -3.69
H 6.74 0.20 -2.92
H 4.26 1.25 -2.31
H 0.35 -3.55 -1.47
H -0.45 -2.15 -0.68
H -1.66 -1.84 -4.19
H -1.49 -3.37 -3.29
H -2.12 -1.92 -2.47
H 1.12 -3.40 -3.93
H 0.88 -1.85 -4.80
H -0.13 0.09 -3.75
H -0.70 0.08 -2.05
C -4.41 5.62 0.20
N -3.18 5.15 -0.38
C -2.35 6.00 -1.22
C -1.11 5.13 -1.53
C -1.35 3.85 -0.80
C -2.63 3.92 -0.19
C -3.17 2.83 0.51
C -2.38 1.70 0.63
C -1.00 1.70 0.24
C -0.09 0.69 0.69
C -0.29 -0.02 1.90
C 0.30 -1.31 2.11
C -0.13 -2.08 3.17
C -1.09 -1.59 4.09
N -1.32 -2.51 5.07
C -2.23 -2.38 6.18
C -0.49 -3.70 4.92
C 0.29 -3.44 3.61
C -1.61 -0.29 3.97
C -1.14 0.49 2.94
C -0.55 2.75 -0.61
H -4.71 4.96 1.02
H -4.28 6.63 0.60
H -5.23 5.65 -0.53
H -2.89 6.27 -2.15
H -2.10 6.94 -0.70
H -1.04 4.97 -2.62
H -0.19 5.62 -1.20
H -4.17 2.90 0.94
H -2.80 0.82 1.10
H 0.81 0.50 0.11
H 1.04 -1.69 1.40
H -2.86 -1.50 6.07
H -2.87 -3.28 6.24
H -1.69 -2.30 7.13
H 0.19 -3.80 5.78
H -1.12 -4.60 4.88
H 0.06 -4.22 2.87
H 1.37 -3.47 3.81
H -2.35 0.07 4.68
H -1.48 1.52 2.87
H 0.46 2.69 -1.05
*
```

Results
**Relative energy (zero: lowest compared OMol25 entry of this formula, charge and spin)**: 0.0 kJ/mol
**Total energy**: -42487.1366 eV
**E_LUMO**: -0.065 Ha

ORCA calculation (wB97M-V/def2-TZVPD) on the molecule C5H6O.

Geometry as ORCA input:
```
! RIJCOSX wB97M-V def2-TZVPD def2/J DEFGRID3
* xyz 0 1
C 1.64 -0.15 0.50
C 1.09 0.56 -0.73
O -0.20 -0.03 -0.96
C -1.19 0.76 -0.59
C -2.30 -0.03 -0.16
C -3.07 -0.44 0.70
H 0.82 -0.31 1.21
H 2.42 0.44 0.98
H 2.05 -1.13 0.24
H 1.71 0.43 -1.63
H 0.91 1.62 -0.54
H -3.72 -0.82 1.45
*
```

Results
**Relative energy (zero: lowest compared OMol25 entry of this formula, charge and spin)**: 442.7 kJ/mol
**Total energy**: -7324.6965 eV
**E_LUMO**: 0.002 Ha